Entry 1:
# CH3N2P

CH3N2P as an isolated structure in a non-equilibrium geometry (wB97M-V/def2-TZVPD, OMol25).

```
! wB97M-V def2-TZVPD RIJCOSX def2/J DEFGRID3
* xyz 0 1
C 0.8827 -0.8606 1.0899
N 0.9390 -1.6157 1.9514
N -1.1786 0.4565 -0.7133
P 1.0094 0.2079 -0.3022
H -1.1544 0.9554 -1.5997
H -1.4447 -0.5042 -0.9257
H 0.9465 1.3607 0.4997
*
```

Values from the calculation:
* LUMO energy (alpha / beta): -0.8 / -0.8 eV
* energy: -13352.5457 eV
* energy relative to the best compared isomer or geometry (same formula, charge and spin): 28.6 kcal/mol

Entry 2:
# C25H16ClN5O4SSn

C25H16ClN5O4SSn as an isolated structure in a non-equilibrium geometry (wB97M-V/def2-TZVPD, OMol25).

```
! wB97M-V def2-TZVPD RIJCOSX def2/J DEFGRID3
* xyz 2 1
Sn -2.6281 -1.1621 -0.1728
Cl 3.2697 2.6330 -1.9738
C 1.7492 1.8902 -1.9741
C 0.6006 2.6528 -2.2918
C -0.6210 2.0616 -2.2544
C -0.7803 0.6948 -1.8466
O -1.9534 0.2254 -1.7513
C 0.4091 -0.0896 -1.5925
C 0.3596 -1.5281 -1.4160
N -0.6395 -2.1884 -0.9580
C -0.6633 -3.5990 -1.0217
C 0.4472 -4.4094 -0.9641
C 0.3304 -5.7984 -1.1259
C -0.8891 -6.3753 -1.3535
C -2.0565 -5.5790 -1.3843
C -3.3475 -6.1069 -1.6063
C -4.4348 -5.2749 -1.5984
C -4.2371 -3.9141 -1.3341
N -3.0435 -3.3848 -1.1458
C -1.9473 -4.1861 -1.1839
C 1.6402 0.5242 -1.6805
H 0.7062 3.6963 -2.5573
H -1.5207 2.6110 -2.4994
H 1.2331 -2.0703 -1.7793
H 1.4268 -3.9915 -0.7673
H 1.2179 -6.4142 -1.0824
H -0.9798 -7.4431 -1.5043
H -3.4640 -7.1707 -1.7716
H -5.4331 -5.6518 -1.7656
H -5.0819 -3.2376 -1.2672
H 2.5409 -0.0512 -1.5024
O 1.3846 8.5153 0.8450
S 1.1909 7.1112 0.9896
O 1.4909 6.1828 -0.0668
O 2.1790 6.6995 2.3411
C 2.3896 5.4339 2.6829
N 3.4728 5.2024 3.4167
C 3.7066 3.9581 3.7716
C 2.8849 2.8992 3.3935
C 1.7691 3.2401 2.6420
N 1.5278 4.5004 2.3089
C 0.7790 2.2471 2.1579
C 0.9451 0.8718 2.3205
C -0.0087 0.0126 1.8112
N -1.1139 0.4349 1.1893
C -1.2935 1.7530 1.0620
C -0.3761 2.6818 1.5085
H 4.5943 3.8030 4.3746
H 3.1138 1.8896 3.6958
H 1.8018 0.4531 2.8276
H 0.1069 -1.0613 1.9141
H -2.2122 2.0695 0.5783
H -0.5430 3.7394 1.3622
*
```

Values from the calculation:
* LUMO energy (alpha / beta): -7.1 / -9.3 eV
* energy: -70998.4769 eV
* energy relative to the best compared isomer or geometry (same formula, charge and spin): 16.2 kcal/mol

Entry 3:
# C4H10NO2

An isolated ion of composition C4H10NO2 and charge +1 in a non-equilibrium geometry (wB97M-V/def2-TZVPD, OMol25).

```
! wB97M-V def2-TZVPD RIJCOSX def2/J DEFGRID3
* xyz 1 1
N 1.2299 -0.8543 0.2825
C -0.1344 -0.4750 0.8162
C -0.1608 1.0999 0.9843
O 1.1635 1.5193 1.1338
C -1.2675 -0.9017 -0.0900
C -1.1451 -0.2553 -1.4577
O -0.1180 -0.2824 -2.0840
H 1.2836 -1.2676 -0.6382
H 1.6854 0.0623 0.1858
H 1.8387 -1.2711 0.9770
H -0.1309 -0.7177 1.8749
H -0.5696 1.5353 0.0678
H -0.8175 1.3431 1.8136
H 1.3188 2.2279 1.7690
H -2.2311 -0.7779 0.4044
H -1.2254 -1.9870 -0.2483
H -2.0753 0.1661 -1.8646
*
```

Values from the calculation:
* LUMO energy: -3.3 eV
* energy: -9887.8532 eV
* energy relative to the best compared isomer or geometry (same formula, charge and spin): 40.0 kcal/mol
* structure (SMILES): [NH3+][C@@H](CO)CC=O

Entry 4:
# C5H6O2

C5H6O2 as an isolated structure in a non-equilibrium geometry (wB97M-V/def2-TZVPD, OMol25).

```
! wB97M-V def2-TZVPD RIJCOSX def2/J DEFGRID3
* xyz 0 3
C 0.9371 1.4776 -0.9286
C 1.5532 1.4000 0.2605
C 0.1232 0.2896 -1.1694
C 0.1616 -0.5445 0.0105
C -0.8721 -1.3852 0.7273
O 1.2826 0.4026 1.0413
O 0.8186 -0.9710 -1.0585
H 1.1145 2.3488 -1.5018
H 2.2409 2.0306 0.7748
H -0.6788 0.0834 -1.7951
H -1.6485 -1.7123 -0.1397
H -1.1833 -0.7798 1.6028
H -0.3859 -2.2277 0.9580
*
```

Values from the calculation:
* LUMO energy (alpha / beta): 0.9 / -1.5 eV
* energy: -9369.5776 eV
* energy relative to the best compared isomer or geometry (same formula, charge and spin): 72.5 kcal/mol